1.
Formula: C29H36Cl2N4O2OsP2
Source: the Open Molecules 2025 dataset
Level of theory: the ωB97M-V functional and the def2-TZVPD basis

Geometry as XYZ:
```
76
Properties=species:S:1:pos:R:3:lowdin_spin:R:1
Os 0.14 -0.43 -3.01 2.45
C -1.02 1.70 -1.13 -0.02
C -1.55 1.16 -2.32 0.03
C -1.59 1.96 -3.61 0.01
C -0.30 2.08 -4.45 0.02
C 0.91 1.31 -3.98 0.05
C 1.47 1.71 -2.70 -0.05
C 1.03 2.97 -2.07 -0.01
C -0.24 2.93 -1.14 -0.01
C 1.21 -1.96 -3.28 0.11
H -1.33 1.27 -0.18 0.00
H -2.38 0.43 -2.23 0.00
H -1.95 2.97 -3.37 0.00
H -2.38 1.50 -4.23 0.00
H -0.54 1.80 -5.50 0.00
H -0.07 3.16 -4.53 0.00
H 1.62 0.98 -4.77 0.01
H 2.45 1.34 -2.42 0.00
H 0.83 3.73 -2.84 0.00
H 1.86 3.36 -1.47 0.00
H 0.11 3.15 -0.12 0.00
H -0.88 3.78 -1.44 0.00
H 0.80 -2.74 -2.60 0.03
H 2.27 -1.80 -2.99 0.03
H 1.18 -2.38 -4.29 0.03
P 1.62 -1.14 -6.14 0.02
P -2.28 -0.17 -6.22 0.02
N 3.02 -0.14 -6.67 0.01
N 2.21 -2.50 -7.20 0.05
N -2.38 1.28 -7.29 0.00
N -3.73 -0.81 -7.11 0.01
C 0.37 -0.48 -7.29 0.00
C -1.05 -1.12 -7.19 0.00
C 4.21 -0.06 -5.95 0.00
C 5.06 0.83 -6.60 0.00
C 4.38 1.29 -7.77 0.00
C 3.14 0.68 -7.80 0.01
C 2.35 -3.81 -6.74 0.34
C 2.88 -4.59 -7.75 0.14
C 3.09 -3.73 -8.89 0.10
C 2.65 -2.47 -8.52 0.34
C -2.46 2.59 -6.82 0.00
C -2.35 3.48 -7.87 0.00
C -2.28 2.69 -9.07 0.00
C -2.26 1.36 -8.68 0.00
C -4.68 -0.16 -7.90 0.00
C -5.54 -1.09 -8.47 0.00
C -5.13 -2.37 -7.98 0.00
C -4.03 -2.17 -7.17 0.00
H 0.73 -0.62 -8.32 0.00
H 0.33 0.61 -7.09 0.00
H -1.42 -1.29 -8.21 0.00
H -1.00 -2.10 -6.69 0.00
H 4.32 -0.61 -5.04 0.00
H 6.04 1.11 -6.29 0.00
H 4.73 2.00 -8.51 0.00
H 2.32 0.77 -8.52 0.00
H 2.06 -4.04 -5.72 0.01
H 3.11 -5.64 -7.69 0.00
H 3.53 -4.01 -9.83 0.00
H 2.64 -1.55 -9.10 0.01
H -2.62 2.79 -5.76 0.00
H -2.33 4.55 -7.80 0.00
H -2.30 3.06 -10.08 0.00
H -2.22 0.47 -9.30 0.00
H -4.65 0.91 -8.05 0.00
H -6.33 -0.87 -9.16 0.00
H -5.59 -3.33 -8.20 0.00
H -3.40 -2.88 -6.62 0.00
Cl 0.41 -2.64 0.95 0.00
C -0.09 -1.04 0.45 0.01
Cl 1.17 -0.16 -0.55 0.11
C -1.30 -1.18 -0.49 0.01
O -2.39 -1.05 0.03 0.02
O -1.06 -1.44 -1.76 0.10
H -0.32 -0.44 1.34 0.00
```

The gap between HOMO and LUMO (alpha / beta) comes out at 5.03 / 2.79 eV. The calculation puts the HOMO energy (alpha / beta) at -12.24 / -12.23 eV. The calculation puts the largest force on an atom at 0.0940 Eh/bohr. As for the spin multiplicity: 5. Its expectation value of S² is 6.0556. The energy relative to the best compared isomer or geometry (same formula, charge and spin) is 241.6 kJ/mol. As for the charge: +2.

2.
Formula: CN4S
Source: the Open Molecules 2025 dataset
Level of theory: the ωB97M-V functional and the def2-TZVPD basis

Geometry as XYZ:
```
6
Properties=species:S:1:pos:R:3:lowdin_charge:R:1
C -0.96 0.08 0.10 -1.01
N -0.18 1.04 -0.07 -0.20
N 1.18 0.84 0.03 -0.29
N 0.95 -1.44 -0.02 -0.11
N 1.58 -0.38 -0.02 -0.46
S -2.57 -0.14 -0.02 0.07
```

The gap between HOMO and LUMO (alpha / beta) comes out at 4.12 / 3.80 eV. The calculation puts the HOMO energy (alpha / beta) at 2.17 / 2.56 eV. The calculation puts the largest force on an atom at 0.0600 Eh/bohr. As for the spin multiplicity: 1. The energy relative to the best compared isomer or geometry (same formula, charge and spin) is 373.0 kJ/mol. As for the charge: -2.

3.
Formula: C2H6N2O3
Source: the Open Molecules 2025 dataset
Level of theory: the ωB97M-V functional and the def2-TZVPD basis

Geometry as XYZ:
```
13
Properties=species:S:1:pos:R:3:lowdin_charge:R:1
C 0.62 -1.72 -0.21 0.01
C -0.43 -0.70 0.10 -0.47
O -1.62 -0.88 0.06 0.09
N 0.09 0.47 0.71 -0.15
O 1.45 0.77 0.55 0.02
O -0.70 1.59 0.73 -0.10
N -1.27 1.95 -0.54 0.05
H 1.35 -1.31 -0.90 0.08
H 1.14 -2.01 0.71 0.09
H 0.14 -2.60 -0.63 0.09
H 1.80 0.97 1.43 0.12
H -2.02 1.32 -0.80 0.08
H -0.54 2.16 -1.23 0.09
```

The gap between HOMO and LUMO comes out at 10.35 eV. As for the SMILES: CC(=O)N(O)ON. The calculation puts the HOMO energy at -9.74 eV. The calculation puts the largest force on an atom at 0.0262 Eh/bohr. As for the spin multiplicity: 1. The energy relative to the best compared isomer or geometry (same formula, charge and spin) is 563.1 kJ/mol.

4.
Formula: C4H8O3Yb
Source: the Open Molecules 2025 dataset
Level of theory: the ωB97M-V functional and the def2-TZVPD basis

Geometry as XYZ:
```
16
Properties=species:S:1:pos:R:3:lowdin_spin:R:1
C 1.34 -0.54 -2.16 0.00
C 0.32 0.30 -1.44 0.05
O -0.57 -0.62 -0.81 0.40
H 2.03 0.12 -2.70 0.00
H 1.92 -1.15 -1.45 0.00
H 0.85 -1.21 -2.88 0.00
H -0.27 0.94 -2.12 0.03
H 0.81 0.97 -0.71 0.02
O -1.82 -0.57 2.39 0.23
Yb -3.35 -0.79 0.91 0.05
O -1.19 0.06 0.26 0.35
C -0.65 -0.25 1.84 0.15
C 0.02 0.95 2.34 0.65
H 1.09 1.10 2.17 0.03
H 0.05 -1.09 1.63 0.01
H -0.58 1.77 2.73 0.03
```

The gap between HOMO and LUMO (alpha / beta) comes out at 7.94 / 5.64 eV. The calculation puts the HOMO energy (alpha / beta) at -17.15 / -18.17 eV. The calculation puts the largest force on an atom at 0.0844 Eh/bohr. As for the spin multiplicity: 3. Its expectation value of S² is 2.0141. The energy relative to the best compared isomer or geometry (same formula, charge and spin) is 366.8 kJ/mol. As for the charge: +2.

5.
Formula: C20H45IrN2OP3S
Source: the Open Molecules 2025 dataset
Level of theory: the ωB97M-V functional and the def2-TZVPD basis

Geometry as XYZ:
```
73
Properties=species:S:1:pos:R:3:lowdin_spin:R:1
Ir 0.03 -0.16 0.02 0.57
P -1.44 -0.35 -1.75 0.09
P -1.23 -1.62 1.33 0.02
P 1.57 0.99 -1.49 0.03
H 1.24 -2.59 0.46 0.02
C 1.59 -1.59 0.21 0.18
C 1.73 -0.62 1.28 0.14
H 1.55 -0.99 2.30 0.01
C -0.98 -1.84 -2.72 0.05
C -3.22 -0.52 -1.37 0.01
C -1.55 1.03 -2.94 0.00
C -0.52 -2.25 2.89 0.00
C -2.77 -0.81 1.89 0.01
C -1.56 -3.19 0.46 0.01
C 3.27 1.24 -0.85 0.00
C 1.06 2.74 -1.79 0.01
C 1.95 0.09 -3.05 0.01
H 2.34 -1.53 -0.59 0.02
H 2.54 0.10 1.20 0.01
H -1.73 -1.95 -3.51 0.01
H -0.97 -2.72 -2.08 0.00
H 0.01 -1.71 -3.18 0.00
H -3.74 -0.45 -2.34 0.00
H -3.55 0.31 -0.74 0.00
H -3.45 -1.48 -0.90 0.00
H -2.44 0.83 -3.56 0.00
H -0.66 1.08 -3.58 0.00
H -1.70 1.98 -2.41 0.00
H -1.21 -3.00 3.30 0.00
H -0.40 -1.43 3.61 0.00
H 0.44 -2.74 2.71 0.00
H -3.50 -1.59 2.18 0.00
H -3.21 -0.18 1.12 0.00
H -2.55 -0.17 2.75 0.00
H -1.87 -3.94 1.19 0.00
H -0.64 -3.54 -0.03 0.00
H -2.33 -3.08 -0.30 0.00
H 3.90 1.74 -1.60 0.00
H 3.72 0.28 -0.60 0.00
H 3.23 1.87 0.05 0.00
H 1.78 3.24 -2.45 0.00
H 1.02 3.27 -0.83 0.01
H 0.07 2.79 -2.26 0.00
H 2.85 0.50 -3.52 0.00
H 1.13 0.14 -3.78 0.00
H 2.14 -0.96 -2.82 0.00
C 2.13 -2.80 -6.14 0.21
C 2.29 -3.96 -6.92 0.10
C 3.46 -4.72 -6.75 0.04
C 4.46 -4.30 -5.86 0.28
C 4.34 -3.06 -5.21 0.04
C 3.20 -2.27 -5.41 0.12
O 0.91 -2.21 -5.91 0.18
H 0.21 -2.67 -6.43 0.00
H 1.51 -4.28 -7.61 0.00
H 3.59 -5.65 -7.31 0.00
H 5.35 -4.93 -5.68 0.01
H 5.13 -2.70 -4.54 0.00
H 3.10 -1.28 -4.95 0.00
C -0.60 1.24 4.74 0.03
N -0.19 1.49 3.36 0.22
C -1.01 2.05 2.45 0.48
S -0.86 1.90 0.73 0.77
N -2.05 2.85 2.86 0.22
C -1.90 3.93 3.83 0.03
H -1.69 1.40 4.85 0.00
H -0.08 1.93 5.42 0.01
H -0.32 0.22 5.05 0.01
H 0.60 0.97 2.98 0.01
H -2.67 3.11 2.09 0.01
H -1.66 4.88 3.31 0.01
H -2.86 4.08 4.35 0.00
H -1.13 3.68 4.56 0.00
```

The gap between HOMO and LUMO (alpha / beta) comes out at 4.21 / 3.95 eV. The calculation puts the HOMO energy (alpha / beta) at -12.02 / -15.82 eV. The calculation puts the largest force on an atom at 0.0500 Eh/bohr. As for the spin multiplicity: 5. Its expectation value of S² is 6.0328. As for the charge: +3.

6.
Formula: C36H32BF31MnN4O6S
Source: the Open Molecules 2025 dataset
Level of theory: the ωB97M-V functional and the def2-TZVPD basis

Geometry as XYZ:
```
112
Properties=species:S:1:pos:R:3:lowdin_spin:R:1
Mn -0.82 1.72 3.67 4.71
C -0.62 2.15 -0.82 0.00
F -1.91 1.99 -0.85 0.00
F -0.09 1.86 -2.01 0.00
F -0.35 3.45 -0.54 0.00
S 0.09 1.15 0.47 0.01
O -0.37 -0.18 0.17 0.00
O 1.49 1.43 0.42 0.00
O -0.61 1.74 1.67 0.05
B -2.05 4.20 4.32 0.00
F -2.11 3.48 3.04 0.03
F -3.25 4.84 4.60 0.00
F -1.63 3.25 5.30 0.03
F -1.03 5.14 4.16 0.00
N 1.13 2.64 4.39 0.03
C 1.51 3.71 3.68 0.01
C 2.73 4.35 3.97 0.00
C 3.49 3.95 5.01 0.00
C 3.05 2.85 5.74 0.00
C 1.83 2.21 5.41 0.01
H 0.87 4.05 2.91 0.00
H 3.02 5.19 3.34 0.00
H 4.43 4.39 5.28 0.00
H 3.69 2.48 6.54 0.00
H 1.48 1.35 5.93 0.00
N -3.65 -4.39 0.43 0.00
C -3.55 -3.64 1.55 0.00
C -2.34 -3.16 1.98 0.00
C -1.19 -3.39 1.21 0.00
C -1.30 -4.11 0.09 0.00
C -2.55 -4.67 -0.27 0.00
H -4.46 -3.44 2.14 0.00
H -2.28 -2.51 2.84 0.00
H -0.22 -2.96 1.46 0.00
H -0.50 -4.24 -0.63 0.00
H -2.67 -5.29 -1.16 0.00
N 0.39 -0.28 3.74 0.03
C 1.51 -0.49 3.02 0.00
C 2.14 -1.70 2.99 0.00
C 1.56 -2.75 3.65 0.00
C 0.48 -2.55 4.45 0.00
C -0.16 -1.29 4.43 0.01
H 1.97 0.35 2.49 0.00
H 3.04 -1.88 2.42 0.00
H 1.94 -3.74 3.52 0.00
H 0.03 -3.41 4.94 0.00
H -1.10 -1.02 4.90 0.00
N -2.76 0.62 3.67 0.03
C -3.49 0.38 4.77 0.01
C -4.77 -0.19 4.64 0.00
C -5.30 -0.47 3.41 0.00
C -4.53 -0.26 2.32 0.00
C -3.30 0.31 2.44 0.01
H -3.18 0.68 5.76 0.00
H -5.39 -0.40 5.50 0.00
H -6.29 -0.88 3.44 0.00
H -4.87 -0.66 1.36 0.00
H -2.70 0.53 1.58 0.00
C 0.90 4.72 -4.58 0.00
C 0.05 5.92 -4.21 0.00
C -0.69 5.65 -2.83 0.00
F -1.54 6.72 -2.61 0.00
F -1.33 4.51 -2.98 0.00
F 0.66 7.04 -4.04 0.00
F -0.79 6.04 -5.21 0.00
O 1.57 4.25 -3.44 0.00
C 2.61 3.42 -3.53 0.00
C 3.03 3.06 -2.08 0.00
F 4.24 2.42 -2.12 0.00
F 3.13 4.20 -1.38 0.00
F 2.21 2.27 -4.18 0.00
F 3.63 3.90 -4.22 0.00
H 1.66 4.86 -5.37 0.00
H 0.18 4.03 -4.94 0.00
H 0.06 5.57 -2.01 0.00
H 2.31 2.38 -1.60 0.00
C -1.94 -0.67 -3.01 0.00
C -3.43 -0.55 -2.69 0.00
C -3.91 -1.57 -1.58 0.00
F -3.23 -1.30 -0.43 0.00
F -5.22 -1.30 -1.30 0.00
F -3.67 0.70 -2.33 0.00
F -4.16 -0.74 -3.81 0.00
O -1.49 -2.02 -3.14 0.00
C -0.99 -2.36 -4.36 0.00
C -0.66 -3.87 -4.24 0.00
F -1.76 -4.54 -3.87 0.00
F -0.35 -4.31 -5.49 0.00
F -1.86 -2.16 -5.37 0.00
F 0.12 -1.70 -4.61 0.00
H -1.45 -0.23 -2.14 0.00
H -1.75 -0.07 -3.90 0.00
H -3.84 -2.59 -1.85 0.00
H 0.19 -3.93 -3.56 0.00
C 3.81 -2.74 -2.23 0.00
C 2.70 -2.71 -1.21 0.00
C 2.34 -1.31 -0.57 0.00
F 3.36 -0.89 0.17 0.00
F 2.19 -0.52 -1.68 0.00
F 1.53 -3.14 -1.76 0.00
F 3.06 -3.48 -0.12 0.00
O 3.69 -4.08 -2.81 0.00
C 4.35 -4.22 -4.01 0.00
C 4.17 -5.73 -4.46 0.00
F 2.87 -5.88 -4.67 0.00
F 4.84 -5.88 -5.61 0.00
F 4.01 -3.31 -4.98 0.00
F 5.65 -3.98 -3.75 0.00
H 4.73 -2.79 -1.64 0.00
H 3.83 -1.92 -2.95 0.00
H 1.43 -1.30 0.04 0.00
H 4.50 -6.35 -3.64 0.00
```

The gap between HOMO and LUMO (alpha / beta) comes out at 9.58 / 9.59 eV. The calculation puts the HOMO energy (alpha / beta) at -9.92 / -9.98 eV. The calculation puts the largest force on an atom at 0.0601 Eh/bohr. As for the spin multiplicity: 6. Its expectation value of S² is 8.7525.